No. 1
The following is a quantum chemistry calculation of C12H30BaN2O4 as an isolated structure in a non-equilibrium geometry, from the OMol25 dataset.

## Properties
* Kohn-Sham gap: 0.39087 hartree
* lowest unoccupied orbital energy: -0.2003 hartree
* net charge: +2
* ΔE to the lowest compared entry with this formula, charge and spin: 61.5 kJ/mol

Each line ends with the Löwdin charge.
Atoms and positions in Å:
Ba1 -0.08 -0.35 0.26  2.10
C1 1.13 -1.92 3.50  -0.05
O1 1.48 -1.10 2.37  -0.41
C2 2.75 -0.43 2.53  -0.18
C3 2.87 0.74 1.58  -0.18
N1 2.55 0.43 0.13  -0.20
C4 2.90 1.55 -0.76  -0.18
C5 2.41 1.23 -2.18  -0.19
O2 1.04 0.86 -2.17  -0.35
C6 0.43 0.88 -3.48  -0.04
H1 0.75 -1.26 4.28  0.11
H2 2.02 -2.41 3.91  0.11
H3 0.41 -2.66 3.19  0.08
H4 3.46 -1.24 2.33  0.14
H5 2.81 -0.05 3.55  0.14
H6 3.88 1.15 1.60  0.14
H7 2.25 1.56 1.96  0.12
H8 3.07 -0.40 -0.12  0.13
H9 3.99 1.60 -0.88  0.14
H10 2.52 2.49 -0.38  0.11
H11 2.96 0.41 -2.65  0.14
H12 2.52 2.16 -2.75  0.14
H13 0.44 1.93 -3.77  0.10
H14 -0.60 0.55 -3.42  0.08
H15 1.01 0.24 -4.14  0.10
C7 -1.08 -3.96 0.87  -0.09
O3 -1.46 -2.69 0.36  -0.40
C8 -2.67 -2.73 -0.42  -0.17
C9 -3.32 -1.34 -0.25  -0.19
N2 -2.57 -0.21 -0.91  -0.19
C10 -3.11 1.10 -0.44  -0.19
C11 -2.25 2.34 -0.69  -0.19
O4 -1.03 2.12 0.01  -0.41
C12 -0.09 3.19 -0.04  -0.06
H16 -1.79 -4.33 1.62  0.11
H17 -0.10 -3.90 1.32  0.08
H18 -1.04 -4.78 0.14  0.11
H19 -3.35 -3.54 -0.16  0.14
H20 -2.42 -2.87 -1.48  0.13
H21 -3.55 -1.25 0.81  0.13
H22 -4.32 -1.35 -0.70  0.14
H23 -2.91 -0.19 -1.86  0.12
H24 -3.39 1.05 0.61  0.13
H25 -4.07 1.26 -0.96  0.14
H26 -2.80 3.19 -0.29  0.15
H27 -2.06 2.52 -1.75  0.14
H28 0.76 2.88 0.54  0.07
H29 -0.56 4.13 0.25  0.12
H30 0.19 3.39 -1.09  0.10



No. 2
The following is a quantum chemistry calculation of C12H30ClFIInN3O3 as an isolated structure, from the OMol25 dataset.

## Properties
* Kohn-Sham gap: 0.30326 hartree
* lowest unoccupied orbital energy: 0.0957 hartree
* net charge: -1

Each line ends with the Löwdin charge.
Atoms and positions in Å:
N1 -0.17 1.10 3.20  -0.17
In1 -0.81 2.13 1.50  0.49
Cl1 -0.58 0.78 -0.54  -0.07
C1 -2.89 2.73 1.84  -0.26
C2 -3.21 4.16 1.49  -0.33
F1 -4.52 4.27 0.95  -0.12
C3 0.56 3.89 1.16  -0.29
C4 1.03 4.41 2.43  -0.90
O1 1.88 4.07 3.17  -0.01
I1 -0.23 6.12 3.14  0.64
H1 0.66 0.53 3.04  -0.06
H2 -0.89 0.42 3.43  -0.06
H3 -3.55 2.08 1.26  0.04
H4 -3.07 2.55 2.90  0.03
H5 -3.19 4.81 2.36  0.07
H6 -2.56 4.61 0.73  0.08
H7 1.43 3.51 0.62  0.05
H8 0.03 4.63 0.56  0.02
C5 0.57 1.42 -6.29  -0.08
C6 0.73 1.36 -4.77  -0.44
C7 0.84 -0.05 -4.20  -0.21
O2 -0.38 -0.77 -4.15  -0.19
C8 -0.77 -1.40 -5.35  -0.12
N2 -0.35 2.13 -4.14  0.04
H9 -0.45 1.15 -6.59  0.06
H10 0.75 2.43 -6.64  0.07
H11 1.26 0.75 -6.79  0.07
H12 1.67 1.87 -4.52  0.13
H13 1.17 0.03 -3.16  0.11
H14 1.59 -0.64 -4.75  0.12
H15 0.10 -1.77 -5.91  0.09
H16 -1.35 -0.74 -6.00  0.07
H17 -1.40 -2.25 -5.08  0.08
H18 -0.18 2.19 -3.14  0.03
H19 -1.20 1.57 -4.22  0.07
C9 1.29 -5.32 2.61  -0.07
C10 1.19 -4.53 3.91  -0.44
C11 0.23 -3.33 3.84  -0.22
O3 0.74 -2.23 3.13  -0.20
C12 0.55 -2.25 1.73  -0.10
N3 2.53 -4.16 4.36  0.03
H20 1.90 -4.79 1.88  0.06
H21 1.77 -6.28 2.80  0.07
H22 0.31 -5.50 2.17  0.08
H23 0.77 -5.20 4.68  0.13
H24 0.05 -2.98 4.86  0.12
H25 -0.74 -3.64 3.42  0.12
H26 -0.39 -2.73 1.46  0.09
H27 1.37 -2.77 1.22  0.08
H28 0.52 -1.22 1.38  0.04
H29 2.48 -3.74 5.28  0.07
H30 2.86 -3.41 3.75  0.07



No. 3
The following is a quantum chemistry calculation of C12H30ClI2N3P3Tl as an isolated structure in a non-equilibrium geometry, from the OMol25 dataset.

## Properties
* Kohn-Sham gap: 0.23798 hartree
* lowest unoccupied orbital energy: -0.2716 hartree
* net charge: +2
* ΔE to the lowest compared entry with this formula, charge and spin: 0.0 kJ/mol

Each line ends with the Löwdin charge.
Atoms and positions in Å:
I1 0.24 2.67 -6.38  0.06
I2 -0.28 4.41 -4.64  0.03
Tl1 0.00 0.53 -1.59  0.28
P1 -2.31 0.41 -1.70  0.63
C1 -3.27 1.52 -0.60  -0.21
C2 -2.99 0.77 -3.36  -0.21
H1 -4.08 0.62 -3.39  0.08
H2 -4.07 -1.28 -1.47  0.09
H3 -2.50 0.10 -4.08  0.04
H4 -2.50 -1.97 -1.98  0.05
H5 -3.01 2.56 -0.82  0.07
H6 -2.75 1.80 -3.64  0.05
C3 -2.99 -1.25 -1.32  -0.20
H7 -4.35 1.38 -0.74  0.08
H8 -2.75 -1.50 -0.28  0.03
H9 -3.01 1.32 0.44  0.02
P2 2.31 0.44 -1.69  0.63
C4 3.26 1.56 -0.59  -0.21
C5 3.00 -1.22 -1.32  -0.20
H10 2.51 0.13 -4.07  0.04
H11 4.08 0.67 -3.38  0.08
H12 2.74 1.83 -3.63  0.05
C6 2.99 0.80 -3.36  -0.22
H13 2.52 -1.94 -1.98  0.05
H14 4.09 -1.23 -1.46  0.09
H15 4.34 1.42 -0.73  0.08
H16 3.00 1.35 0.45  0.02
H17 2.77 -1.48 -0.28  0.03
H18 2.99 2.59 -0.81  0.07
Cl1 0.01 -1.17 -3.27  0.07
C7 1.21 -1.49 3.71  -0.16
N1 1.22 -0.06 3.34  -0.14
C8 -0.01 0.60 3.83  -0.15
N2 -1.23 -0.08 3.33  -0.14
C9 -1.21 -1.50 3.71  -0.16
N3 0.01 -2.15 3.20  -0.13
C10 0.01 -2.19 1.73  -0.30
P3 0.00 -0.53 0.94  0.91
C11 1.41 0.12 1.89  -0.34
C12 -1.41 0.10 1.88  -0.34
H19 1.24 -1.57 4.82  0.15
H20 2.13 -1.99 3.35  0.14
H21 -0.01 1.68 3.54  0.14
H22 -0.01 0.59 4.94  0.15
H23 -2.12 -2.01 3.34  0.14
H24 -1.23 -1.58 4.82  0.15
H25 0.90 -2.74 1.37  0.11
H26 -0.88 -2.75 1.37  0.11
H27 1.41 1.21 1.71  0.09
H28 2.36 -0.35 1.57  0.09
H29 -2.36 -0.38 1.57  0.09
H30 -1.43 1.20 1.71  0.10



No. 4
The following is a quantum chemistry calculation of a 3-piece molecular cluster, C12H30ClN2 overall in a non-equilibrium geometry, from the OMol25 dataset.

## Properties
* Kohn-Sham gap: 0.25438 hartree
* lowest unoccupied orbital energy: 0.1229 hartree
* net charge: -1
* ΔE to the lowest compared entry with this formula, charge and spin: 314.2 kJ/mol

Each line ends with the Löwdin charge.
Atoms and positions in Å:
Cl1 4.28 6.68 29.49  0.06
C1 9.29 5.50 30.75  -0.08
C2 7.89 6.08 31.05  -0.29
N1 6.85 5.07 31.34  -0.13
C3 7.19 4.12 32.39  -0.28
C4 7.62 4.70 33.68  -0.11
C5 5.60 5.80 31.61  -0.40
C6 4.33 4.90 31.59  -0.18
H1 10.02 6.28 30.54  0.06
H2 9.28 4.91 29.83  0.07
H3 9.67 4.89 31.57  0.05
H4 7.99 6.84 31.82  0.08
H5 7.65 6.63 30.14  0.10
H6 6.31 3.51 32.59  0.10
H7 8.00 3.49 32.02  0.10
H8 8.30 5.54 33.57  0.07
H9 6.75 5.18 34.13  0.07
H10 7.95 3.88 34.32  0.07
H11 5.40 6.60 30.90  -0.11
H12 5.69 6.33 32.56  0.10
H13 3.42 5.50 31.54  0.03
H14 4.32 4.29 32.48  0.04
H15 4.27 4.33 30.66  0.04
C7 4.53 10.63 27.28  -0.11
C8 4.37 10.10 28.70  -0.28
N2 5.62 9.69 29.31  -0.18
C9 5.45 9.01 30.61  -0.30
C10 6.76 8.39 31.18  -0.13
C11 6.71 10.68 29.34  -0.25
C12 6.41 11.85 30.26  -0.11
H16 5.26 10.17 26.62  0.07
H17 4.83 11.68 27.32  0.05
H18 3.55 10.65 26.80  0.06
H19 3.87 10.79 29.38  0.10
H20 3.79 9.18 28.57  0.06
H21 4.95 9.67 31.33  0.10
H22 4.79 8.15 30.47  -0.09
H23 6.50 7.53 31.80  0.01
H24 7.37 8.06 30.33  0.06
H25 7.28 9.15 31.77  0.08
H26 6.95 11.04 28.34  0.10
H27 7.62 10.19 29.68  0.09
H28 6.23 11.63 31.31  0.06
H29 5.53 12.41 29.94  0.06
H30 7.27 12.52 30.35  0.06



Q: What is the formula in the second record?
A: C12H30ClFIInN3O3



Repeat the third record exactly.
The following is a quantum chemistry calculation of C12H30ClI2N3P3Tl as an isolated structure in a non-equilibrium geometry, from the OMol25 dataset.

## Properties
* Kohn-Sham gap: 0.23798 hartree
* lowest unoccupied orbital energy: -0.2716 hartree
* net charge: +2
* ΔE to the lowest compared entry with this formula, charge and spin: 0.0 kJ/mol

Each line ends with the Löwdin charge.
Atoms and positions in Å:
I1 0.24 2.67 -6.38  0.06
I2 -0.28 4.41 -4.64  0.03
Tl1 0.00 0.53 -1.59  0.28
P1 -2.31 0.41 -1.70  0.63
C1 -3.27 1.52 -0.60  -0.21
C2 -2.99 0.77 -3.36  -0.21
H1 -4.08 0.62 -3.39  0.08
H2 -4.07 -1.28 -1.47  0.09
H3 -2.50 0.10 -4.08  0.04
H4 -2.50 -1.97 -1.98  0.05
H5 -3.01 2.56 -0.82  0.07
H6 -2.75 1.80 -3.64  0.05
C3 -2.99 -1.25 -1.32  -0.20
H7 -4.35 1.38 -0.74  0.08
H8 -2.75 -1.50 -0.28  0.03
H9 -3.01 1.32 0.44  0.02
P2 2.31 0.44 -1.69  0.63
C4 3.26 1.56 -0.59  -0.21
C5 3.00 -1.22 -1.32  -0.20
H10 2.51 0.13 -4.07  0.04
H11 4.08 0.67 -3.38  0.08
H12 2.74 1.83 -3.63  0.05
C6 2.99 0.80 -3.36  -0.22
H13 2.52 -1.94 -1.98  0.05
H14 4.09 -1.23 -1.46  0.09
H15 4.34 1.42 -0.73  0.08
H16 3.00 1.35 0.45  0.02
H17 2.77 -1.48 -0.28  0.03
H18 2.99 2.59 -0.81  0.07
Cl1 0.01 -1.17 -3.27  0.07
C7 1.21 -1.49 3.71  -0.16
N1 1.22 -0.06 3.34  -0.14
C8 -0.01 0.60 3.83  -0.15
N2 -1.23 -0.08 3.33  -0.14
C9 -1.21 -1.50 3.71  -0.16
N3 0.01 -2.15 3.20  -0.13
C10 0.01 -2.19 1.73  -0.30
P3 0.00 -0.53 0.94  0.91
C11 1.41 0.12 1.89  -0.34
C12 -1.41 0.10 1.88  -0.34
H19 1.24 -1.57 4.82  0.15
H20 2.13 -1.99 3.35  0.14
H21 -0.01 1.68 3.54  0.14
H22 -0.01 0.59 4.94  0.15
H23 -2.12 -2.01 3.34  0.14
H24 -1.23 -1.58 4.82  0.15
H25 0.90 -2.74 1.37  0.11
H26 -0.88 -2.75 1.37  0.11
H27 1.41 1.21 1.71  0.09
H28 2.36 -0.35 1.57  0.09
H29 -2.36 -0.38 1.57  0.09
H30 -1.43 1.20 1.71  0.10



Q: Look up the Kohn-Sham gap of the second one.
A: 0.30326 hartree



Q: Among the records above, which one has the highest Kohn-Sham gap?
A: C12H30BaN2O4